Computed, not measured: 3 unconnected molecules or ions with the total composition C2H6BrNO, with ωB97M-V with the def2-TZVPD basis set.

## Properties
net charge	0
orbital gap	10.0871	eV
E_LUMO	-0.00556	hartree
spin multiplicity	1
E	-2783.723526	Eh
strongest force on any atom	4.32	eV Å⁻¹

Last column: natural (NBO) charge in e.
Atoms and positions in Å:
C -2.217 1.107 0.660  -0.04
N -1.441 2.038 0.377  -0.58
H -3.264 1.361 1.074  0.16
H -2.126 0.053 0.297  0.13
H -0.630 1.779 -0.021  0.33
C 0.898 -1.754 0.232  0.30
O 1.808 -0.966 -0.034  -0.54
H 1.098 -2.852 0.571  0.14
H -0.233 -1.405 0.178  0.12
Br 3.476 0.447 -2.211  -0.25
H 2.630 0.193 -1.123  0.23



Computed, not measured: a molecular structure, C40H43CrFN8, with ωB97M-V with the def2-TZVPD basis set.

## Properties
net charge	0
⟨S²⟩	6.0230
orbital gap (spin up / spin down)	5.1019 / 5.5175	eV
E_LUMO (spin up / spin down)	-0.05347 / -0.05413	hartree
spin multiplicity	5
E	-3132.262860	Eh
strongest force on any atom	3.17	eV Å⁻¹

Last column: Löwdin spin population.
Atoms and positions in Å:
Cr -0.076 -0.332 -0.145  3.65
C 0.034 2.782 3.595  0.00
C -0.147 1.265 3.200  0.01
C 0.508 0.540 4.433  0.00
C -1.557 0.855 3.073  0.01
C -2.292 0.787 4.209  0.00
C -3.674 0.950 4.173  0.01
C -4.299 1.250 2.967  0.00
C -3.575 1.328 1.814  0.01
C -4.203 2.102 0.586  0.00
C -5.488 1.425 -0.041  0.00
C -3.245 2.647 -0.421  0.00
C -2.236 0.794 1.828  0.00
N -1.830 -0.069 0.755  0.03
C -2.760 -1.119 0.364  0.01
C -2.909 -2.212 1.278  0.00
C -3.943 -3.123 1.204  0.00
C -4.812 -3.084 0.053  0.01
C -4.660 -2.033 -0.883  0.00
C -3.580 -1.131 -0.793  0.01
F -3.224 -0.441 -1.894  0.00
H 1.091 3.032 3.701  0.00
H -0.541 2.866 4.558  0.00
H -0.385 3.457 2.845  0.00
H 0.367 1.068 2.232  0.01
H 0.296 1.177 5.367  0.00
H 1.628 0.475 4.306  0.00
H 0.167 -0.493 4.596  0.00
H -1.740 0.773 5.152  0.00
H -4.197 1.113 5.121  0.00
H -5.322 1.595 2.928  0.00
H -4.606 2.985 1.093  0.00
H -5.142 0.797 -0.882  0.00
H -6.124 2.230 -0.401  0.00
H -6.106 0.821 0.645  0.00
H -2.994 1.902 -1.217  0.00
H -2.369 3.107 0.015  0.00
H -3.748 3.460 -0.917  0.00
H -2.209 -2.203 2.119  0.00
H -4.137 -3.844 1.997  0.00
H -5.511 -3.927 -0.002  0.00
H -5.268 -2.024 -1.824  0.00
N 8.445 -4.907 -3.142  0.00
C 7.441 -4.537 -2.700  0.00
C 6.230 -4.066 -2.119  0.00
C 6.173 -3.102 -1.109  0.00
C 4.909 -2.736 -0.587  0.00
C 3.739 -3.225 -1.168  0.00
C 3.826 -4.205 -2.194  0.00
C 5.102 -4.597 -2.686  0.00
C 2.455 -2.560 -0.846  0.01
C 1.518 -2.236 -1.864  0.01
C 1.802 -2.370 -3.267  0.02
C 0.678 -1.896 -3.969  0.00
C -0.213 -1.376 -3.005  0.02
N 0.276 -1.566 -1.750  0.02
C 2.088 -2.285 0.495  0.01
C 2.687 -2.739 1.703  0.03
C 1.763 -2.617 2.782  0.00
C 0.635 -1.993 2.194  0.04
N 0.800 -1.727 0.889  0.00
H 7.091 -2.727 -0.677  0.00
H 4.877 -1.973 0.197  0.00
H 2.958 -4.676 -2.643  0.00
H 5.272 -5.190 -3.553  0.00
H 2.659 -2.860 -3.700  0.00
H 0.524 -1.784 -5.043  0.00
H -1.196 -0.920 -3.101  0.00
H 3.590 -3.295 1.835  0.00
H 1.868 -2.899 3.812  0.00
H -0.263 -1.764 2.738  0.00
C 2.183 1.520 -1.147  0.01
N 0.646 1.681 -0.966  0.03
C 0.399 2.932 -0.304  0.01
N 0.921 4.082 -0.992  0.00
C 2.389 3.833 -1.090  0.00
N 2.742 2.615 -1.821  0.00
C 2.108 2.752 -3.182  0.00
N 0.666 2.837 -3.153  0.00
C 0.095 1.720 -2.333  0.01
C 0.298 4.022 -2.373  0.00
H 2.337 0.541 -1.734  0.00
H 2.594 1.395 -0.177  0.00
H 0.876 2.893 0.693  0.00
H -0.711 3.075 -0.128  0.00
H 2.669 3.733 -0.016  0.00
H 2.880 4.667 -1.598  0.00
H 2.274 1.891 -3.761  0.00
H 2.423 3.578 -3.819  0.00
H 0.439 0.788 -2.870  0.00
H -1.008 1.768 -2.319  0.00
H -0.794 4.048 -2.311  0.00
H 0.658 4.906 -2.906  0.00



Computed, not measured: 4 unconnected molecules or ions with the total composition C3H14O3, with ωB97M-V with the def2-TZVPD basis set.

## Properties
net charge	+1
⟨S²⟩	0.7557
orbital gap (spin up / spin down)	13.1847 / 4.5820	eV
E_LUMO (spin up / spin down)	-0.11806 / -0.39223	hartree
spin multiplicity	2
E	-348.009190	Eh
strongest force on any atom	1.82	eV Å⁻¹

Last column: Löwdin spin population.
Atoms and positions in Å:
C 0.440 1.747 -1.243  0.04
C -0.732 1.000 -0.645  0.14
C -1.011 -0.301 -1.379  0.08
H 0.113 2.288 -2.143  0.03
H 0.924 2.452 -0.557  0.00
H 1.212 1.066 -1.575  0.00
H -0.468 0.718 0.417  0.07
H -1.659 1.578 -0.609  0.02
H -0.491 -0.318 -2.330  0.01
H -2.080 -0.373 -1.573  0.01
H -0.661 -1.216 -0.869  0.03
H -1.349 -1.749 2.579  0.00
H -1.572 -0.983 1.344  0.00
O -1.324 -0.831 2.268  0.00
H 0.295 -0.310 2.157  0.00
H 1.286 0.825 2.126  0.00
O 1.250 -0.125 1.914  0.30
H 1.617 -1.748 0.778  0.00
H 2.544 -1.742 -0.499  0.00
O 1.667 -1.975 -0.159  0.26



Computed, not measured: a molecular structure, C12H16N2, with ωB97M-V with the def2-TZVPD basis set.

## Properties
net charge	0
orbital gap	7.9292	eV
E_LUMO	-0.00365	hartree
spin multiplicity	1
E	-576.088404	Eh
strongest force on any atom	6.75	eV Å⁻¹

Last column: natural (NBO) charge in e.
Atoms and positions in Å:
C -0.417 1.196 -0.206  0.20
C -1.371 0.335 -0.146  -0.15
C -2.662 0.875 0.094  -0.48
C -3.513 -0.328 0.502  -0.36
C -2.668 -1.614 -0.002  -0.43
C -1.303 -1.138 0.087  0.22
C 0.817 -0.828 -0.320  0.21
C 2.227 -1.376 -0.583  -0.43
C 3.215 -0.908 0.661  -0.42
C 3.106 0.622 0.802  -0.39
C 2.232 1.159 -0.473  -0.44
C 0.849 0.618 -0.383  -0.08
H -0.226 2.800 -1.361  0.37
H -1.654 3.011 0.612  0.44
H -3.152 1.394 0.863  0.24
H -3.140 1.325 -0.798  0.20
H -3.421 -0.491 1.626  0.19
H -4.539 -0.126 0.062  0.22
H -2.889 -2.518 0.476  0.22
H -3.124 -1.542 -1.180  0.20
H 2.664 -1.153 -1.549  0.20
H 2.250 -2.433 -0.492  0.22
H 4.364 -1.188 0.728  0.22
H 2.856 -1.421 1.545  0.21
H 4.104 1.194 0.683  0.20
H 2.747 1.031 1.783  0.21
H 2.708 0.701 -1.416  0.22
H 2.218 2.200 -0.394  0.22
N -0.590 2.503 0.022  -0.82
N -0.102 -1.713 -0.222  -0.42



Computed, not measured: 2 unconnected molecules or ions with the total composition C3H7NO2S, with ωB97M-V with the def2-TZVPD basis set.

## Properties
net charge	0
orbital gap	9.2951	eV
E_LUMO	0.01773	hartree
spin multiplicity	1
E	-721.831549	Eh
strongest force on any atom	7.75	eV Å⁻¹

Last column: natural (NBO) charge in e.
Atoms and positions in Å:
C -0.770 3.803 0.295  1.02
C 0.784 -0.483 -1.230  -0.95
C -0.643 -2.198 0.202  -0.81
N 0.745 -0.222 1.452  -1.16
O -1.169 3.732 1.357  -0.50
O -0.430 4.080 -0.776  -0.52
S -0.068 -0.364 0.115  1.08
H 1.695 -0.017 -0.743  0.29
H 0.385 -0.013 -2.088  0.26
H 1.322 -1.407 -1.577  0.24
H -1.649 -2.077 0.567  0.23
H -0.188 -2.453 1.145  0.25
H -0.358 -2.918 -0.675  0.23
H 0.345 0.536 1.958  0.36